Formula: C8H13N
Source: the Open Molecules 2025 dataset
Level of theory: ωB97M-V/def2-TZVPD

The value obtained for the relative energy (zero: lowest compared OMol25 entry of this formula, charge and spin) is 331.0 kJ/mol. The SMILES is C=CN=C=C(C)C(C)C. The calculation puts the gap between HOMO and LUMO at 8.2 eV.

Geometry (Å):
N (1.1198, 1.7744, -0.1037)
C (1.7612, 2.7582, 0.6354)
C (0.1948, 1.1228, -0.4107)
C (-1.4115, 0.3228, -2.1274)
C (-0.2104, -2.2990, -0.6420)
C (-0.7331, 0.1608, -0.7781)
C (-1.0445, -1.1088, -0.0341)
C (2.4590, 2.3490, 1.7012)
C (-0.6203, -1.1305, 1.5006)
H (0.8159, -2.2810, -0.3325)
H (-0.7968, -2.1383, 1.9008)
H (2.9130, 2.8873, 2.4284)
H (-2.0929, -1.4604, -0.0485)
H (-0.5291, -3.3142, -0.4355)
H (-0.9651, -0.3149, -2.8874)
H (2.2695, 1.2651, 1.9152)
H (-0.1732, -2.3861, -1.8406)
H (-2.4002, -0.0226, -2.2146)
H (1.7204, 3.8189, 0.3779)
H (-1.2398, -0.4939, 2.1115)
H (-1.4991, 1.3090, -2.4216)
H (0.4627, -0.8184, 1.7055)

Here are the Mulliken charges for atoms 1 to 5, given in e: -0.220, 0.157, 0.658, -1.812, -1.259


Formula: C8H13N2
Source: the Open Molecules 2025 dataset
Level of theory: ωB97M-V/def2-TZVPD

The value obtained for the relative energy (zero: lowest compared OMol25 entry of this formula, charge and spin) is 501.0 kJ/mol. As for the charge: +1. The SMILES is C[C@@H]1CC=[N+]=C=CCCN1. The calculation puts the gap between HOMO and LUMO at 7.6 eV.

Geometry (Å):
N (2.1109, -1.5866, -0.6350)
N (-0.5730, 0.8888, 0.3566)
C (-2.3726, -0.5415, -0.2911)
C (1.8725, 1.2560, 0.8068)
C (2.8872, -0.6289, -0.4441)
C (-0.0534, -1.6905, 0.3323)
C (2.9813, 0.6483, -0.0834)
C (1.0138, -2.2200, -0.5412)
C (0.5961, 1.6402, -0.0487)
C (-0.8404, -0.3491, -0.3070)
H (-0.5017, -0.2026, -1.4096)
H (2.3677, 2.0287, 1.4293)
H (0.8455, 1.4600, -1.0844)
H (1.5533, 0.4876, 1.6006)
H (-0.6577, -2.5180, 0.5835)
H (0.8857, -3.0290, -1.3256)
H (0.5645, -1.4422, 1.2295)
H (0.3683, 2.7262, 0.0930)
H (-2.7187, -0.9798, 0.5631)
H (-2.7826, 0.5162, -0.4991)
H (3.7998, 1.2309, -0.2768)
H (-0.7572, 0.9658, 1.3509)
H (-2.6104, -1.2407, -1.1014)

Here are the Mulliken charges for atoms 1 to 5, given in e: -0.114, -0.292, -1.461, -0.326, 0.320


Formula: C8H13N2O2
Source: the Open Molecules 2025 dataset
Level of theory: ωB97M-V/def2-TZVPD

The value obtained for the relative energy (zero: lowest compared OMol25 entry of this formula, charge and spin) is 753.5 kJ/mol. As for the charge: +1. The calculation puts the gap between HOMO and LUMO (spin up / spin down) at 6.4 / 6.4 eV.

Geometry (Å):
O (3.1446, -0.7753, 0.0764)
O (-3.5872, 0.3412, -0.4105)
N (-2.3089, 0.9421, -0.2634)
N (-1.4555, -1.2151, 0.1009)
C (-3.7008, -0.7612, 0.5238)
C (0.9917, -0.1986, 0.3001)
C (0.1432, 2.1254, 0.4762)
C (-1.3675, 0.0913, 0.1174)
C (-0.0565, 0.6900, 0.4178)
C (2.3501, 0.2242, 0.2108)
C (4.5008, -0.6970, -0.2441)
C (-2.7678, -1.7914, -0.1449)
H (0.1189, 2.4632, -0.5405)
H (-2.7082, -2.7566, 0.3299)
H (2.7654, 1.1804, 0.1307)
H (0.9814, 2.2888, 1.1270)
H (0.6074, -1.1478, 0.3486)
H (4.9992, -0.4611, 0.6954)
H (-3.6715, -0.0193, -1.3162)
H (4.6886, -1.7777, -0.3178)
H (-4.6954, -1.0686, 0.5864)
H (4.6367, -0.0159, -1.0292)
H (-2.9739, -1.9327, -1.1450)
H (-0.5911, 2.8573, 0.8390)
H (-3.2477, -0.5060, 1.5123)

Here are the Mulliken charges for atoms 1 to 5, given in e: -0.218, -0.096, -0.607, -0.554, -0.377


Formula: C8H13N2O5
Source: the Open Molecules 2025 dataset
Level of theory: ωB97M-V/def2-TZVPD

The value obtained for the relative energy (zero: lowest compared OMol25 entry of this formula, charge and spin) is 569.7 kJ/mol. As for the charge: +1. The calculation puts the gap between HOMO and LUMO (spin up / spin down) at 8.6 / 8.1 eV.

Geometry (Å):
O (2.2625, -0.7133, 1.9943)
O (0.6154, 0.9218, -2.1243)
O (-1.8376, 0.2133, -0.7067)
O (0.8185, -2.0363, -0.0711)
O (-3.2466, -0.5684, -2.6973)
N (-1.0698, 1.1051, 0.0989)
N (0.4598, 0.6409, 1.9155)
C (1.6700, 0.2289, 2.4579)
C (0.2924, -0.3993, -1.6738)
C (-1.9219, -0.3549, -2.9903)
C (1.9365, 0.8655, 3.8087)
C (0.8475, -0.6742, -0.2863)
C (-0.0680, 0.1488, 0.7215)
C (-1.6527, -0.0609, 0.7052)
C (-1.1659, -0.7333, -1.6970)
H (-3.3109, -0.2675, 1.7685)
H (1.0602, 0.9803, -2.9785)
H (1.8536, -0.2080, -0.0878)
H (3.0166, 1.2024, 3.7374)
H (-1.2478, -1.8250, -1.3944)
H (0.7404, -1.0775, -2.5529)
H (1.9576, 0.0748, 4.5648)
H (-1.5058, -1.0792, -3.7155)
H (-0.1685, 1.4252, 2.3411)
H (1.1996, 1.6384, 3.8214)
H (-3.8172, -0.6088, -3.4595)
H (-1.6054, 0.7484, -3.2812)
H (1.3866, -2.1401, 0.7495)

Here are the Mulliken charges for atoms 1 to 5, given in e: -0.606, -0.540, 0.124, -0.540, -0.492


Formula: C8H13N3O
Source: the Open Molecules 2025 dataset
Level of theory: ωB97M-V/def2-TZVPD

The value obtained for the relative energy (zero: lowest compared OMol25 entry of this formula, charge and spin) is 639.7 kJ/mol. The calculation puts the gap between HOMO and LUMO (spin up / spin down) at 8.4 / 6.4 eV.

Geometry (Å):
O (1.9615, -1.6251, 0.6167)
N (1.5881, 0.0503, -0.8747)
N (2.8826, 0.6193, 0.8566)
N (2.7678, 1.6597, 0.0507)
C (-2.2768, -0.8824, 0.4241)
C (1.0033, -2.0997, -0.3299)
C (-1.6179, 1.3243, -0.7576)
C (2.0972, 1.2947, -1.0444)
C (-0.7561, 0.8350, 1.5721)
C (-1.5615, 0.4103, 0.3832)
C (2.2040, -0.3523, 0.3275)
C (0.9601, -1.0408, -1.3890)
H (2.1002, 1.9532, -1.8766)
H (1.3417, -3.1960, -0.4271)
H (-2.1574, 0.8437, -1.5464)
H (-1.5216, -1.7187, 0.4748)
H (-0.4963, 1.9403, 1.4904)
H (-2.6638, -0.9606, 1.4651)
H (-2.1784, 2.1600, -0.5427)
H (-2.9354, -0.9161, -0.3196)
H (0.3559, 0.5623, 1.6669)
H (-0.5624, 1.8200, -0.8868)
H (0.1114, -2.1921, 0.2690)
H (-1.0278, 0.4411, 2.6147)
H (0.3818, -0.9302, -2.2171)

Here are the Mulliken charges for atoms 1 to 5, given in e: -0.394, 0.371, -0.429, -0.408, -1.323


Formula: C8H13N3O6
Source: the Open Molecules 2025 dataset
Level of theory: ωB97M-V/def2-TZVPD

The value obtained for the relative energy (zero: lowest compared OMol25 entry of this formula, charge and spin) is 339.0 kJ/mol. The SMILES is NC(=O)C[C@H](NC(=O)[C@@H](N)CC(=O)O)C(=O)O. The calculation puts the gap between HOMO and LUMO at 9.9 eV.

Geometry (Å):
O (-1.9793, 0.7949, -1.7012)
O (-3.7285, -0.5254, -1.3551)
O (-0.6105, -1.8604, -0.8499)
O (0.3907, 2.3664, 1.6943)
O (3.6415, -0.3564, -1.5579)
O (3.1731, -1.7811, 0.1746)
N (0.0266, 2.5241, -0.6011)
N (-1.1284, -0.7152, 2.5849)
N (0.7839, -0.7758, 0.6077)
C (1.5844, -0.0326, -0.2966)
C (-2.5173, -0.0191, 0.5918)
C (2.9379, -0.7503, -0.6212)
C (-2.6276, 0.1092, -0.9074)
C (-1.5327, -1.2123, 1.1412)
C (2.0024, 1.4326, 0.1207)
C (-0.3542, -1.3620, 0.1996)
C (0.7495, 2.1385, 0.5608)
H (0.3376, -0.2984, 1.3839)
H (2.3505, -2.0232, 0.6131)
H (0.8863, -0.0002, -1.2565)
H (2.5267, 1.8539, -0.6617)
H (-1.8796, 0.8750, 0.7160)
H (2.3915, 1.3788, 1.1263)
H (-3.5382, -0.1495, 0.8711)
H (-0.5354, -1.5013, 2.9070)
H (-2.0156, -0.9044, 3.1659)
H (-0.5485, 1.7913, -1.1512)
H (-2.0531, -2.2993, 1.2902)
H (-3.8889, -0.2857, -2.3056)
H (-0.3591, 3.4032, -0.8105)

Here are the Mulliken charges for atoms 1 to 5, given in e: -0.718, -0.490, -0.562, -0.538, -0.589


Formula: C8H13N4
Source: the Open Molecules 2025 dataset
Level of theory: ωB97M-V/def2-TZVPD

The value obtained for the relative energy (zero: lowest compared OMol25 entry of this formula, charge and spin) is 477.9 kJ/mol. As for the charge: +1. The calculation puts the gap between HOMO and LUMO at 6.9 eV.

Geometry (Å):
N (2.8207, 0.7911, -0.9830)
N (-2.8283, -0.3796, 0.2583)
N (-1.5751, -0.0770, 0.7093)
N (2.7526, -0.7218, 0.7032)
C (4.1235, -0.3499, 0.6592)
C (-4.8032, -1.3683, -0.1401)
C (-3.5801, 0.4502, -0.5167)
C (-1.0748, 1.0617, 0.5765)
C (2.1092, -0.0086, -0.2259)
C (-3.6281, -1.4434, 0.5122)
C (4.1841, 0.7739, -0.3993)
C (-4.7856, -0.1146, -0.8603)
H (-5.5565, 0.2520, -1.4640)
H (2.2230, -1.2214, 1.3779)
H (0.0010, 1.2084, 0.7042)
H (5.0737, 0.5642, -1.1880)
H (-1.5120, 1.9129, 0.1165)
H (4.5768, -0.0138, 1.5349)
H (-3.2774, -2.2183, 1.1802)
H (1.2651, -0.4026, -0.3458)
H (4.4932, 1.6620, 0.0009)
H (2.8054, 1.3551, -1.8619)
H (4.9482, -1.1368, 0.3413)
H (-3.1322, 1.4036, -0.5453)
H (-5.6232, -1.9790, -0.1442)

Here are the Mulliken charges for atoms 1 to 5, given in e: -0.155, 0.743, -0.881, -0.037, -0.372


Formula: C8H13N4
Source: the Open Molecules 2025 dataset
Level of theory: ωB97M-V/def2-TZVPD

The value obtained for the relative energy (zero: lowest compared OMol25 entry of this formula, charge and spin) is 345.6 kJ/mol. As for the charge: +1. As for the spin multiplicity: 3. The expectation value of S² is 2.03. The calculation puts the gap between HOMO and LUMO (spin up / spin down) at 4.7 / 6.3 eV.

Geometry (Å):
N (1.0776, -0.7904, 1.4690)
N (-2.1000, 0.2301, 0.3595)
N (-4.0172, 0.4634, -1.0593)
N (-0.0143, 1.5144, 1.2519)
C (1.3662, -1.2779, 0.3118)
C (0.7921, 0.6916, -2.9055)
C (1.2671, 0.1936, -1.5394)
C (0.9560, -0.8982, -0.9948)
C (-0.0050, 0.1005, 1.8002)
C (-3.2575, 0.5727, -0.0840)
C (1.9142, -1.0437, 2.6646)
C (-0.8852, 0.5529, 0.6646)
H (1.3130, -1.3409, 3.4719)
H (0.6079, 0.0509, -3.8174)
H (1.9703, -2.1487, 0.2592)
H (1.5797, 1.4483, -3.3285)
H (0.5190, -1.6439, -1.7044)
H (2.0705, 0.8316, -1.1545)
H (2.6808, -1.8349, 2.6753)
H (-0.4777, 2.0899, 1.9942)
H (-0.6327, -0.1184, 2.6485)
H (2.1401, 0.0356, 2.9263)
H (-0.0975, 1.2380, -2.7620)
H (-5.0338, 0.5970, -1.0380)
H (-3.7338, 0.4864, -2.1093)

Here are the Mulliken charges for atoms 1 to 5, given in e: 0.082, -0.253, -0.285, -0.458, -0.238


Formula: C8H13N5O
Source: the Open Molecules 2025 dataset
Level of theory: ωB97M-V/def2-TZVPD

The value obtained for the relative energy (zero: lowest compared OMol25 entry of this formula, charge and spin) is 674.2 kJ/mol. The calculation puts the gap between HOMO and LUMO at 8.3 eV.

Geometry (Å):
O (-2.1267, -1.7369, -0.4992)
N (-0.5552, 1.7672, 0.6079)
N (-0.9052, 2.7121, -0.1169)
N (-1.3482, 0.7147, 0.5378)
N (2.5837, -1.2251, -0.7912)
N (2.1050, -1.4554, 0.4130)
C (2.5516, 0.7048, 1.0740)
C (2.6462, 1.0006, -0.2724)
C (-0.9495, -1.6511, 0.2308)
C (-2.3127, -0.6323, -1.2943)
C (-2.4454, 0.6239, -0.3639)
C (-0.9370, -0.5107, 1.2247)
C (2.0245, -0.5896, 1.4435)
C (2.7574, 0.0191, -1.2141)
H (-0.3282, 3.5376, 0.1545)
H (2.6634, 2.0631, -0.4872)
H (-2.9762, -0.6444, -2.0650)
H (3.0226, 0.2332, -2.2402)
H (-2.4212, 1.5651, -1.0299)
H (-0.0599, -1.4805, -0.4901)
H (-1.7164, -0.5995, 1.9929)
H (2.4540, 1.4472, 1.8555)
H (-1.3846, -0.6536, -1.8764)
H (-0.9393, -2.7877, 0.6354)
H (1.8020, -2.4227, 0.6541)
H (-3.3692, 0.4789, 0.2196)
H (0.1645, -0.4780, 1.6972)

Here are the Mulliken charges for atoms 1 to 5, given in e: -0.410, 0.054, -0.911, 0.488, -0.769


Formula: C8H13NO
Source: the Open Molecules 2025 dataset
Level of theory: ωB97M-V/def2-TZVPD

The value obtained for the relative energy (zero: lowest compared OMol25 entry of this formula, charge and spin) is 570.2 kJ/mol. The SMILES is C=C1CC1(C)C.CC#[N+][O-]. The calculation puts the gap between HOMO and LUMO at 9.8 eV.

Geometry (Å):
O (2.2471, 1.2713, -0.2858)
N (2.8536, 0.2619, -0.1093)
C (-1.6651, 1.1415, -1.0026)
C (4.0423, -1.9133, 0.4220)
C (-1.4560, 0.1543, 0.0897)
C (-2.5789, -0.7106, 0.5433)
C (3.3557, -0.6536, 0.4103)
C (-2.1847, 2.2633, -1.3031)
C (-0.9271, -0.1127, -1.2924)
C (-0.5506, 0.6124, 1.1749)
H (0.1414, 0.0023, -1.5418)
H (-1.2631, 1.0601, 1.9531)
H (4.5107, -2.0732, 1.4108)
H (-3.5472, -0.4186, 0.0675)
H (0.0512, -0.0802, 1.7717)
H (3.3612, -2.7494, 0.1232)
H (-2.0762, 2.8935, -2.1775)
H (0.1148, 1.4081, 0.8084)
H (4.7554, -2.0429, -0.4498)
H (-2.6425, 2.9341, -0.5794)
H (-2.7182, -0.8170, 1.5864)
H (-2.4220, -1.7363, 0.3528)
H (-1.4018, -0.6948, -1.9723)

Here are the Mulliken charges for atoms 1 to 5, given in e: -0.636, 0.485, -0.164, -0.887, 1.579


Formula: C8H13NO2
Source: the Open Molecules 2025 dataset
Level of theory: ωB97M-V/def2-TZVPD

The value obtained for the relative energy (zero: lowest compared OMol25 entry of this formula, charge and spin) is 433.4 kJ/mol. The calculation puts the gap between HOMO and LUMO (spin up / spin down) at 8.8 / 8.8 eV.

Geometry (Å):
O (-1.6245, -1.4620, 0.4027)
O (-0.1385, 2.7186, -0.2007)
N (-1.2981, 0.7468, -0.4422)
C (-0.1377, 1.5004, -0.3454)
C (1.1061, 0.6797, -0.2854)
C (-1.4437, -0.8371, 1.6331)
C (1.8687, -1.8124, -0.4828)
C (-1.3224, -0.5810, -0.6741)
C (1.0530, -0.6039, -0.5189)
C (2.4713, 1.4187, 0.1360)
C (-2.5492, 1.4300, -0.7423)
H (-2.8431, 1.3799, -1.8351)
H (1.5332, -2.4627, 0.2766)
H (1.7685, -2.3738, -1.3962)
H (-1.3967, -1.7035, 2.4270)
H (2.7814, 2.2549, -0.5399)
H (-3.3683, 1.0443, -0.1698)
H (-0.5691, -0.2423, 1.7066)
H (-1.8606, -0.7881, -1.5862)
H (-2.2808, -0.0286, 1.6526)
H (-2.4544, 2.4097, -0.4022)
H (2.8897, -1.5614, -0.2756)
H (2.5643, 1.7613, 1.1725)
H (3.1769, 0.5950, -0.0330)

Here are the Mulliken charges for atoms 1 to 5, given in e: -0.310, -0.652, 0.037, 0.426, 0.573


Formula: C8H13NO3
Source: the Open Molecules 2025 dataset
Level of theory: ωB97M-V/def2-TZVPD

The value obtained for the relative energy (zero: lowest compared OMol25 entry of this formula, charge and spin) is 423.0 kJ/mol. The SMILES is Cc1c(O)oc(C(C)(C)C)[n+]1[O-]. The calculation puts the gap between HOMO and LUMO at 8.4 eV.

Geometry (Å):
O (-0.5366, -0.3978, -1.3604)
O (-2.4966, 0.2099, -2.6030)
O (-0.7490, 1.2344, 1.7004)
N (-0.8489, 0.7969, 0.5547)
C (-1.9718, 0.9137, -0.2790)
C (1.6024, -1.9012, -0.5674)
C (1.2739, -0.7181, 0.3161)
C (-0.1106, -0.1219, -0.1077)
C (-1.7212, 0.2392, -1.4660)
C (2.4593, 0.2436, 0.2293)
C (1.1610, -1.0749, 1.7860)
C (-2.9554, 2.0425, 0.0859)
H (2.1451, -1.4790, -1.4000)
H (3.2762, -0.2348, 0.6980)
H (-3.6934, 2.1203, -0.7137)
H (0.8006, -2.4584, -0.9283)
H (-2.4807, 3.0563, 0.2234)
H (-1.8940, -0.1208, -3.3438)
H (2.3372, -2.5265, -0.0831)
H (-3.5748, 1.8454, 0.9304)
H (0.5988, -1.9287, 1.7991)
H (2.1382, -1.0877, 2.0369)
H (2.1355, 1.0751, 0.8515)
H (2.5487, 0.5875, -0.7936)
H (0.5560, -0.3149, 2.4341)

Here are the Mulliken charges for atoms 1 to 5, given in e: -0.319, -0.535, -0.791, 0.683, 0.186


relative energy (zero: lowest compared OMol25 entry of this formula, charge and spin) of number 9 (C8H13N5O)? 674.2 kJ/mol


Which of these has the highest relative energy (zero: lowest compared OMol25 entry of this formula, charge and spin)? C8H13N2O2


Number 5 is which compound? C8H13N3O


Among the records above, which one has the lowest relative energy (zero: lowest compared OMol25 entry of this formula, charge and spin)? C8H13N